A cluster of 2 separate species, C6H13P in total at a distorted geometry. Source: the Open Molecules 2025 dataset; level of theory: wB97M-V/def2-TZVPD.

The geometry in XYZ format:
```
20
Properties=species:S:1:pos:R:3:forces:R:3
C -0.57471 -1.70664 0.20259 -3.5 -2.2 2.7
C 2.27366 2.74263 1.52777 1.8 -2.6 -0.2
C 1.49519 3.13694 0.52838 0.7 -0.3 0.0
C -1.07921 -2.99669 -0.39546 -2.1 2.4 1.7
C -1.55702 -0.87912 1.09655 -0.5 -3.4 -2.1
C 1.81302 -1.45752 -1.38628 0.4 -0.3 0.6
P 0.59075 -0.58673 -0.30536 3.4 3.3 -2.0
H 2.57467 1.60061 1.49654 -0.6 2.3 0.1
H 2.89980 3.30038 2.25463 -1.3 0.0 -0.3
H 1.13362 4.13742 0.38994 0.0 0.4 0.0
H 1.34478 2.41676 -0.27901 -0.7 0.2 0.4
H -2.22667 -2.88123 -0.36644 1.6 -0.6 -0.6
H -0.66010 -2.99688 -1.34540 0.3 -0.7 -2.1
H -0.82913 -3.88885 0.14344 0.3 -0.5 0.4
H -1.79052 -1.46527 1.99809 -0.5 0.2 -0.3
H -2.43985 -0.74302 0.36398 0.9 0.2 1.6
H -1.08876 -0.00092 1.38929 0.4 1.9 0.4
H 1.60293 -2.54587 -1.30864 0.9 0.5 0.1
H 1.57400 -1.20847 -2.41422 0.1 0.2 -0.3
H 2.88632 -1.09621 -1.17575 -1.6 -0.9 -0.2
```
Forces are in eV/Å.

## Properties
Relative energy (zero: lowest compared OMol25 entry of this formula, charge and spin) (kJ/mol): 65.8
HOMO energy (spin up / spin down) (eV): -5.9 / -9.0
Total energy (eV): -15715.8483
Net charge: 0
Spin multiplicity: 3
E_LUMO (spin up / spin down) (eV): 1.1 / -1.8
Gap between HOMO and LUMO (spin up / spin down) (eV): 6.92 / 7.28
⟨S²⟩: 2.01